{
  "formula": "C72H162F6N8O10",
  "method": "ωB97M-V/def2-TZVPD",
  "homo_energy_ev": -13.963,
  "largest_force_ev_per_a": 5.216,
  "charge": 6,
  "species": ["C", "C", "C", "N", "C", "C", "C", "C", "C", "H", "H", "H", "H", "H", "H", "H", "H", "H", "H", "H", "H", "H", "H", "H", "H", "H", "H", "C", "C", "C", "N", "C", "C", "C", "C", "C", "H", "H", "H", "H", "H", "H", "H", "H", "H", "H", "H", "H", "H", "H", "H", "H", "H", "H", "C", "C", "C", "N", "C", "C", "C", "C", "C", "H", "H", "H", "H", "H", "H", "H", "H", "H", "H", "H", "H", "H", "H", "H", "H", "H", "H", "C", "C", "C", "C", "N", "C", "C", "C", "C", "C", "C", "C", "H", "H", "H", "H", "H", "H", "H", "H", "H", "H", "H", "H", "H", "H", "H", "H", "H", "H", "H", "H", "H", "H", "H", "H", "C", "C", "C", "C", "N", "C", "C", "C", "C", "C", "C", "C", "H", "H", "H", "H", "H", "H", "H", "H", "H", "H", "H", "H", "H", "H", "H", "H", "H", "H", "H", "H", "H", "H", "H", "H", "C", "O", "C", "C", "N", "H", "H", "C", "C", "O", "C", "H", "H", "H", "H", "H", "H", "H", "H", "H", "H", "H", "H", "H", "H", "C", "O", "C", "C", "N", "H", "H", "C", "C", "O", "C", "H", "H", "H", "H", "H", "H", "H", "H", "H", "H", "H", "H", "H", "H", "C", "O", "C", "C", "N", "H", "H", "C", "C", "O", "C", "H", "H", "H", "H", "H", "H", "H", "H", "H", "H", "H", "H", "H", "H", "C", "O", "O", "C", "F", "F", "F", "C", "C", "H", "H", "H", "H", "H", "H", "C", "O", "O", "C", "F", "F", "F", "C", "C", "H", "H", "H", "H", "H", "H"],
  "xyz": [[-1.7929, 1.3890, -2.8417], [-2.1106, 2.2703, -4.0407], [-3.4797, 2.9867, -3.8262], [-4.0107, 3.5852, -5.1058], [-4.5814, 2.4977, -5.9915], [-3.0424, 4.3489, -5.9331], [-3.8734, 5.1996, -6.8430], [-5.2291, 5.3533, -6.1674], [-5.1348, 4.5573, -4.8208], [-2.5065, 0.5636, -2.8244], [-1.8944, 1.9735, -1.9172], [-0.7799, 0.9727, -2.7724], [-2.1478, 1.7407, -4.9960], [-1.3999, 3.0833, -4.1947], [-3.3542, 3.7410, -3.0375], [-4.1979, 2.2471, -3.4265], [-5.4577, 2.1006, -5.4712], [-3.8314, 1.7460, -6.2138], [-4.9993, 2.9060, -6.9121], [-2.4300, 3.5786, -6.4039], [-2.4205, 4.9512, -5.2831], [-3.9849, 4.7765, -7.8493], [-3.4168, 6.1795, -6.9648], [-6.0285, 4.9651, -6.7999], [-5.3905, 6.4262, -5.9957], [-6.0271, 3.9976, -4.5000], [-4.6962, 5.2268, -4.0920], [-8.7108, 3.4517, 2.2803], [-8.0933, 2.3395, 3.1795], [-8.8415, 1.0279, 2.8694], [-8.1120, -0.2595, 3.2180], [-7.7449, -0.1941, 4.6513], [-6.8871, -0.4506, 2.3335], [-7.2815, -1.5997, 1.4052], [-8.7721, -1.7748, 1.5698], [-9.0273, -1.4302, 2.9893], [-9.8110, 3.4758, 2.3130], [-8.4920, 3.2478, 1.2149], [-8.2661, 4.3803, 2.6302], [-8.2212, 2.6117, 4.2315], [-7.0068, 2.2567, 3.0545], [-9.0573, 0.9936, 1.8042], [-9.7404, 1.0263, 3.5064], [-7.1084, 0.6820, 4.7699], [-7.2036, -1.1143, 4.8991], [-8.5974, -0.0767, 5.3280], [-6.0227, -0.6175, 2.9572], [-6.7604, 0.4750, 1.7685], [-6.6901, -2.5036, 1.6075], [-7.0996, -1.3629, 0.3508], [-9.0952, -2.7945, 1.3978], [-9.2505, -1.0180, 0.9471], [-8.7174, -2.2287, 3.6642], [-10.0368, -1.0757, 3.1573], [2.2739, -7.8879, 2.2958], [3.1340, -7.6075, 1.0594], [4.3834, -6.9031, 1.5367], [5.2410, -6.3391, 0.5083], [5.7748, -7.4704, -0.3554], [6.4486, -5.6447, 1.0628], [6.9230, -4.6943, -0.0278], [5.7651, -4.4552, -0.9902], [4.5961, -5.3718, -0.4766], [2.8331, -8.4252, 3.0731], [1.3784, -8.4413, 2.0120], [2.0295, -6.9588, 2.8334], [2.5953, -7.0161, 0.3149], [3.3748, -8.5393, 0.5423], [4.9314, -7.6200, 2.1462], [4.0915, -6.0456, 2.1348], [6.2967, -8.2550, 0.2172], [6.4247, -7.1078, -1.1587], [4.9335, -7.9813, -0.8629], [7.1947, -6.4197, 1.2372], [6.0995, -5.1083, 1.9512], [7.8384, -4.9966, -0.5378], [7.1742, -3.7778, 0.5039], [6.0993, -4.7327, -1.9840], [5.4388, -3.4124, -0.9937], [4.0369, -5.9654, -1.2093], [3.8914, -4.7935, 0.1458], [5.4390, 1.3603, -8.6525], [6.7596, 0.7616, -8.3272], [7.0491, 0.4295, -6.7664], [6.6960, 1.7171, -5.9639], [7.3872, 1.8034, -4.5889], [6.9109, 2.9871, -3.7098], [7.5955, 4.1665, -4.3016], [8.9946, 3.5951, -4.6098], [8.8405, 2.0771, -4.8098], [7.2590, 0.5344, -3.8337], [5.7750, 0.2076, -3.5308], [5.6759, -0.8749, -2.4809], [5.2994, 2.4214, -8.3416], [4.5821, 0.9325, -8.1218], [5.2952, 1.3924, -9.7336], [7.5445, 1.4042, -8.7438], [6.8829, -0.1915, -8.8391], [8.0833, 0.0889, -6.6152], [6.3091, -0.3118, -6.4891], [5.6232, 1.7964, -5.7850], [7.0879, 2.5797, -6.5037], [7.2451, 2.7595, -2.6914], [5.8219, 3.0259, -3.8314], [7.7261, 4.8837, -3.4999], [7.0687, 4.5997, -5.1574], [9.7044, 3.8529, -3.8219], [9.4927, 4.0647, -5.4680], [9.3974, 1.4788, -4.0730], [9.0867, 1.6949, -5.8140], [7.7978, 0.7007, -2.8890], [7.7587, -0.2479, -4.4196], [5.3097, -0.1449, -4.4563], [5.2769, 1.0908, -3.1533], [6.1637, -1.8013, -2.8375], [4.6480, -1.2482, -2.3553], [6.0918, -0.5116, -1.5395], [-0.6920, -6.4021, 0.7009], [-1.8917, -5.5646, 0.4540], [-1.7368, -4.5564, -0.6540], [-1.9104, -5.2424, -2.0620], [-1.6261, -4.2728, -3.2125], [-1.6875, -5.0614, -4.5280], [-0.3673, -4.7345, -5.2450], [0.1524, -3.5128, -4.5400], [-0.2583, -3.6965, -3.0933], [-2.6493, -3.1646, -3.2853], [-4.0897, -3.5645, -3.2266], [-4.9317, -2.3162, -3.5642], [-0.8304, -7.1560, 1.5017], [0.1132, -5.8099, 1.1420], [-0.3826, -7.0150, -0.1552], [-2.1178, -5.0276, 1.3706], [-2.7216, -6.2152, 0.2079], [-0.7090, -4.1753, -0.6265], [-2.4878, -3.7341, -0.5835], [-2.9530, -5.5545, -2.1860], [-1.2326, -6.0859, -2.2071], [-2.5714, -4.7398, -5.1015], [-1.9170, -6.1234, -4.3966], [-0.5426, -4.5541, -6.3036], [0.3371, -5.5618, -5.1888], [-0.2989, -2.5915, -4.9388], [1.2055, -3.2817, -4.7052], [-0.2337, -2.7865, -2.4887], [0.3335, -4.4676, -2.5934], [-2.4444, -2.5980, -4.1910], [-2.4384, -2.5488, -2.4176], [-4.3487, -4.0435, -2.2696], [-4.2770, -4.3135, -4.0115], [-4.7203, -1.9660, -4.5767], [-4.7976, -1.5954, -2.7613], [-6.0103, -2.4603, -3.5416], [1.4406, 7.9504, 5.9125], [1.4843, 6.5072, 5.9240], [0.2820, 5.9195, 6.3401], [0.3002, 4.4500, 5.9922], [0.2517, 4.2621, 4.4707], [-0.0326, 3.2959, 4.3415], [-0.5557, 4.7881, 4.1299], [1.4531, 4.5421, 3.6598], [2.6781, 3.7685, 4.0860], [2.4145, 2.3909, 4.0354], [3.5811, 1.6318, 4.4351], [1.2793, 8.3796, 6.9037], [0.6585, 8.2526, 5.2127], [2.4178, 8.2034, 5.5226], [-0.5887, 6.3736, 5.8225], [0.1961, 5.9665, 7.4270], [-0.5865, 3.9513, 6.3947], [1.2528, 4.0124, 6.2654], [1.6776, 5.6053, 3.7387], [1.1915, 4.3556, 2.6179], [2.9970, 4.1114, 5.0645], [3.4855, 4.0452, 3.4039], [3.8506, 1.8804, 5.4656], [4.3780, 1.8003, 3.7195], [3.3337, 0.5651, 4.4537], [1.4451, 2.5720, 0.5353], [0.0621, 2.6620, 0.8233], [-0.5197, 3.6931, 0.0391], [-2.0173, 3.6660, 0.2969], [-2.3155, 4.0707, 1.6883], [-1.9050, 3.4272, 2.3713], [-2.0711, 5.0359, 1.9173], [-3.7711, 3.8498, 2.0695], [-4.7946, 4.7989, 1.3280], [-4.8981, 4.3847, -0.0016], [-6.1039, 4.8644, -0.6544], [1.8282, 3.5829, 0.5424], [1.5663, 2.0565, -0.4272], [1.9078, 1.9634, 1.3244], [-0.3333, 3.4623, -1.0094], [-0.1166, 4.6707, 0.3077], [-2.3661, 2.6371, 0.1515], [-2.5313, 4.2858, -0.4412], [-3.8163, 4.0205, 3.1497], [-3.9783, 2.7755, 2.0007], [-4.4836, 5.8424, 1.4112], [-5.7619, 4.6245, 1.7748], [-6.7258, 3.9660, -0.7586], [-5.7134, 5.1590, -1.6317], [-6.6061, 5.6780, -0.1012], [-4.3150, 0.6518, -0.3649], [-3.0523, 0.1820, 0.1384], [-3.1729, -0.5261, 1.3227], [-1.8578, -1.1684, 1.7069], [-0.8630, -0.0262, 2.0236], [-0.6844, 0.5123, 1.1529], [-1.2527, 0.6426, 2.7411], [0.4398, -0.6144, 2.5133], [1.0027, -1.6790, 1.5893], [1.1185, -1.2208, 0.2784], [2.2010, -1.7924, -0.4648], [-4.8077, 1.2263, 0.4219], [-4.9511, -0.1686, -0.6809], [-4.0742, 1.3326, -1.1803], [-3.9052, -1.3202, 1.1802], [-3.5491, 0.0551, 2.1631], [-1.4502, -1.8598, 0.9699], [-1.9791, -1.7572, 2.6204], [0.2591, -1.0739, 3.4944], [1.2099, 0.1564, 2.5513], [0.5236, -2.6677, 1.6461], [2.0012, -1.8215, 2.0193], [2.0708, -1.3579, -1.4520], [2.1924, -2.8896, -0.4757], [3.1400, -1.5095, 0.0062], [-2.4775, 1.4719, 4.8273], [-2.2574, 0.0322, 4.6856], [-1.9044, 2.1597, 3.7907], [-3.9633, 1.7051, 4.9994], [-4.2372, 2.9207, 5.2939], [-4.6448, 1.4505, 3.7450], [-4.5211, 0.9374, 5.9203], [-2.0702, -0.6788, 5.9453], [-1.6102, -2.0746, 5.5213], [-1.5347, -2.6436, 6.4438], [-2.2484, -2.5404, 4.7725], [-0.5962, -2.0875, 5.1177], [-2.9916, -0.6839, 6.5487], [-1.3894, -0.1415, 6.6179], [-2.0806, 1.7202, 5.8403], [7.0912, -0.6989, 6.3571], [5.7396, -0.8119, 5.1963], [7.0320, 0.3295, 6.9033], [6.8179, -1.9897, 7.2112], [7.6738, -2.9372, 6.9191], [6.9980, -1.7506, 8.5296], [5.5857, -2.5704, 7.1300], [5.9830, -1.7838, 4.2269], [5.0808, -1.4358, 3.1000], [5.3675, -0.3992, 2.8819], [5.1267, -2.0429, 2.1645], [4.0397, -1.5325, 3.4230], [5.7453, -2.7693, 4.6548], [7.0319, -1.7663, 3.9119], [7.8685, -0.8937, 5.5346]]
}